Record 1
Here is 3 unconnected molecules or ions with the total composition C7H20N7O8P at a distorted geometry from the Open Molecules 2025 dataset. Energies are from wB97M-V/def2-TZVPD.

Values from the calculation:
E_LUMO ... -0.014 hartree
SMILES ... CC(=O)OCCOC(=O)N(N)P(=N)(O)O.NC(N)=O.NC(N)=O
Highest occupied orbital energy ... -9.14 eV
HOMO-LUMO gap ... 8.8 eV

```
! wB97M-V def2-TZVPD RIJCOSX def2/J DEFGRID3
* xyz 0 1
C 2.1114 -0.7258 -1.2965
C 1.0329 -1.6766 -0.4496
O 0.6312 -1.2010 0.7332
O 0.6630 -2.9663 -1.0512
C -0.8009 -3.0661 -1.2799
C -1.2300 -3.0801 -2.8619
O -2.3703 -2.2150 -3.2084
C -2.0788 -0.8109 -2.8911
O -0.8184 -0.3801 -3.1773
N -3.0260 0.2239 -2.3414
N -3.4749 1.1233 -3.2923
P -4.3204 -0.4501 -1.3273
N -5.7332 -0.7143 -2.1405
O -3.9297 -2.0240 -0.6141
O -4.5396 0.6982 0.0105
H 3.0465 -1.4374 -1.5033
H 1.6609 -0.3075 -2.2927
H 2.5213 0.1132 -0.5672
H -1.1184 -4.1178 -0.8151
H -1.3316 -2.2550 -0.6245
H -0.2713 -2.9060 -3.5435
H -1.5765 -4.1965 -3.1032
H -3.3261 0.7272 -4.2553
H -2.9154 2.0251 -3.2078
H -5.5767 -0.4610 -3.1402
H -3.8593 -1.9546 0.3819
H -3.6383 0.6407 0.4901
N 0.4622 2.7609 2.7586
C 0.6954 1.8853 3.7536
N 0.8484 0.6127 3.3433
O 0.7621 2.2164 4.9259
H 0.4060 2.4944 1.7903
H 0.3397 3.7311 3.0135
H 1.0258 -0.0852 4.0522
H 0.7946 0.3333 2.3784
N 3.9925 2.3859 3.3858
C 4.6092 1.9897 2.2572
N 5.9476 2.1288 2.2825
O 4.0073 1.5432 1.2946
H 4.4829 2.7548 4.1828
H 2.9859 2.3022 3.4185
H 6.4592 1.8454 1.4585
H 6.4498 2.4961 3.0730
*
```

These are the natural (NBO) partial charges, in e, on atoms 1 to 6: C -0.742; C 0.830; O -0.630; O -0.554; C -0.117; C -0.112



Record 2
Here is a gas-phase ion, C7H20NO4P2 (charge -1) from the Open Molecules 2025 dataset. Energies are from wB97M-V/def2-TZVPD.

Values from the calculation:
E_LUMO ... 0.105 hartree
Highest occupied orbital energy ... -3.45 eV
Relative energy (zero: lowest compared OMol25 entry of this formula, charge and spin) ... 0.0 kJ/mol
HOMO-LUMO gap ... 6.3 eV

```
! wB97M-V def2-TZVPD RIJCOSX def2/J DEFGRID3
* xyz -1 1
C -3.4359 2.0760 -2.6291
C -3.6729 0.5766 -2.7909
O -2.4605 -0.0992 -3.1567
C -1.9235 -0.9179 -2.1852
O -2.5399 -1.8554 -1.7662
C -0.5283 -0.5164 -1.7892
C -0.1028 -0.9467 -0.3714
C 0.3741 0.2084 0.5118
P 1.9371 -0.1961 1.5673
C 1.0690 -1.7522 2.3031
O 1.7889 -2.1124 3.4657
O 1.1100 -3.2500 4.0791
P 3.1917 1.6691 0.9257
N 3.6453 2.6605 2.0902
H -3.9877 2.4707 -1.7738
H -3.7440 2.6347 -3.5142
H -2.3754 2.2665 -2.4584
H -4.0660 0.1305 -1.8749
H -4.3971 0.3747 -3.5828
H 0.1338 -0.9512 -2.5493
H -0.4559 0.5652 -1.9181
H -0.9401 -1.4702 0.0964
H 0.7078 -1.6797 -0.4574
H -0.4074 0.5129 1.2185
H 0.6133 1.0773 -0.1111
H 2.4725 -0.9417 0.3899
H 3.1735 -0.4646 2.2959
H 1.4540 0.6330 2.6662
H 1.0621 -2.5995 1.6072
H 0.0351 -1.4940 2.5736
H 0.8019 -2.8359 4.8953
H 4.2781 1.1235 0.1809
H 2.5383 2.3907 -0.1309
H 4.6510 2.7128 2.1927
*
```

These are the natural (NBO) partial charges, in e, on atoms 1 to 6: C -0.640; C -0.070; O -0.561; C 0.822; O -0.577; C -0.515



Record 3
Here is a molecular structure, C7H21GaNO3 from the Open Molecules 2025 dataset. Energies are from wB97M-V/def2-TZVPD.

Values from the calculation:
E_LUMO ... 0.091 hartree
Highest occupied orbital energy ... -4.12 eV
Relative energy (zero: lowest compared OMol25 entry of this formula, charge and spin) ... 2.6 kJ/mol
HOMO-LUMO gap ... 6.6 eV

```
! wB97M-V def2-TZVPD RIJCOSX def2/J DEFGRID3
* xyz -1 1
C 3.1000 1.1201 0.0428
Ga 1.9815 2.3654 -1.1127
N 0.1519 2.3000 -0.4887
C 2.6854 4.3169 -0.8931
C 3.4281 4.7113 -2.0752
O 3.1364 5.5326 -2.9315
H 2.4798 0.5981 0.7796
H 3.8915 1.6402 0.5907
H 3.5801 0.3596 -0.5786
H 2.0970 1.9622 -2.6895
H 0.0214 1.4553 0.0593
H -0.5092 2.2084 -1.2523
H 1.8605 5.0037 -0.6945
H 3.3592 4.2666 -0.0335
H 4.3887 4.1531 -2.2057
C -4.1580 -0.8796 -1.1918
C -2.7621 -0.9993 -0.6074
O -2.3018 0.2073 -0.0207
H -4.1899 -0.0796 -1.9322
H -4.4636 -1.8128 -1.6685
H -4.8850 -0.6501 -0.4082
H -2.0380 -1.2199 -1.3923
H -2.7310 -1.8139 0.1250
H -2.8910 0.4518 0.6991
C 0.0545 -4.5431 2.4191
C -0.7308 -3.4117 1.7858
O -2.1213 -3.4662 2.0975
H -0.3419 -5.5087 2.1029
H 1.1056 -4.4848 2.1332
H 0.0028 -4.4897 3.5096
H -0.6745 -3.4663 0.6991
H -0.3129 -2.4445 2.0811
H -2.2133 -3.3826 3.0515
*
```

These are the natural (NBO) partial charges, in e, on atoms 1 to 6: C -1.168; Ga 1.258; N -1.335; C -0.949; C 0.430; O -0.639